[1]
The following is a DFT calculation (the ωB97M-V functional and the def2-TZVPD basis) of a cluster of 12 separate species, C28H79NO12 in total.

Element x y z (Å)
C: 14.532 7.380 7.663
C: 14.770 8.784 8.364
C: 13.945 9.864 7.713
O: 14.118 8.647 9.639
H: 13.575 6.964 7.977
H: 15.288 6.614 7.839
H: 14.509 7.574 6.591
H: 15.799 9.123 8.484
H: 14.046 10.768 8.314
H: 12.909 9.541 7.810
H: 14.170 9.907 6.647
H: 13.247 8.270 9.497
C: 10.181 13.305 12.054
C: 11.670 12.962 11.751
C: 11.810 11.776 10.827
O: 12.366 14.026 11.199
H: 10.076 14.243 12.600
H: 9.665 12.569 12.670
H: 9.482 13.335 11.219
H: 12.144 12.710 12.700
H: 11.252 10.870 11.064
H: 12.854 11.460 10.816
H: 11.538 12.020 9.800
H: 13.147 13.684 10.758
C: 7.320 10.364 14.126
C: 7.239 9.505 12.846
C: 8.063 9.972 11.681
O: 7.580 8.176 13.225
H: 6.698 11.259 14.110
H: 8.333 10.696 14.356
H: 6.983 9.848 15.025
H: 6.206 9.518 12.497
H: 7.549 10.749 11.115
H: 8.072 9.166 10.947
H: 9.072 10.205 12.024
H: 8.539 8.177 13.189
C: 17.603 10.888 10.439
C: 16.475 10.149 11.168
C: 16.743 10.089 12.697
O: 15.211 10.756 10.995
H: 18.619 10.608 10.718
H: 17.403 11.914 10.746
H: 17.502 10.879 9.354
H: 16.472 9.123 10.798
H: 15.873 10.008 13.349
H: 17.217 11.052 12.888
H: 17.504 9.343 12.927
H: 14.681 10.031 10.656
C: 13.230 17.162 9.248
C: 12.186 18.092 9.824
C: 11.778 19.052 8.696
C: 10.904 18.507 7.609
C: 9.674 17.800 8.185
C: 9.938 16.894 9.360
N: 10.958 17.448 10.305
O: 11.221 16.566 11.302
C: 8.526 16.746 10.046
C: 10.344 15.500 8.746
C: 12.802 18.978 10.974
H: 12.889 16.553 8.411
H: 13.545 16.503 10.057
H: 14.109 17.717 8.921
H: 11.234 19.841 9.215
H: 12.626 19.563 8.240
H: 11.352 17.807 6.903
H: 10.516 19.328 7.006
H: 9.419 17.263 7.271
H: 8.807 18.432 8.374
H: 7.757 16.227 9.473
H: 8.664 16.179 10.966
H: 8.200 17.737 10.362
H: 9.450 14.982 8.398
H: 11.111 15.359 7.984
H: 10.644 14.750 9.477
H: 12.147 19.609 11.575
H: 13.662 19.591 10.702
H: 13.237 18.318 11.725
H: 11.341 15.722 10.862
C: 13.230 10.338 14.408
O: 11.855 10.163 14.730
H: 13.372 10.985 13.543
H: 13.725 10.881 15.213
H: 13.740 9.390 14.237
H: 11.621 11.030 15.069
C: 10.599 8.362 9.072
O: 11.649 7.546 9.601
H: 10.284 8.055 8.075
H: 9.703 8.441 9.687
H: 10.925 9.402 9.070
H: 11.343 6.655 9.788
C: 14.856 16.009 12.905
O: 15.414 14.715 12.541
H: 14.190 15.940 13.765
H: 15.658 16.700 13.163
H: 14.332 16.421 12.042
H: 14.829 14.198 11.983
C: 12.761 13.700 15.152
O: 11.832 12.847 15.711
H: 12.986 14.522 15.831
H: 13.676 13.217 14.811
H: 12.331 14.183 14.275
H: 12.099 12.825 16.633
C: 10.691 11.829 6.404
O: 11.034 10.765 5.544
H: 11.329 12.707 6.302
H: 9.663 12.149 6.233
H: 10.761 11.529 7.450
H: 10.465 10.017 5.742
C: 8.119 16.267 14.315
O: 8.450 17.524 14.811
H: 7.420 16.299 13.479
H: 9.082 15.793 14.122
H: 7.686 15.651 15.104
H: 8.692 18.061 14.053
C: 15.530 14.174 9.089
O: 14.741 13.363 10.015
H: 16.481 13.748 8.770
H: 14.839 14.234 8.248
H: 15.653 15.176 9.499
H: 15.239 12.623 10.372

The net charge is 0. Its energy above the lowest of the compared OMol25 structures with the same formula, charge and spin is 163.64 kJ/mol. For the HOMO energy, the calculation gives -0.296 hartree. The calculation puts the frontier orbital gap at 8.3243 eV. As for the LUMO energy: 0.28 eV.

---

[2]
The following is a DFT calculation (the ωB97M-V functional and the def2-TZVPD basis) of a structure of composition C24H49ClLaP2.

Element x y z (Å)
La: -0.040 -0.075 0.103
Cl: 0.203 1.723 -1.940
P: -2.072 2.053 0.408
C: -3.173 2.520 -1.006
C: -3.189 1.314 1.747
C: -1.119 3.501 1.033
C: -3.273 1.395 -2.055
H: -2.636 3.364 -1.468
C: -4.545 3.000 -0.530
H: -5.196 2.164 -0.243
H: -5.032 3.545 -1.345
H: -4.458 3.690 0.315
H: -2.364 1.310 -2.652
H: -4.101 1.600 -2.742
H: -3.455 0.416 -1.605
H: -0.613 3.829 0.107
C: -0.019 3.202 2.076
C: -2.108 4.566 1.498
H: -2.659 4.967 0.638
H: -1.541 5.384 1.960
H: -2.816 4.161 2.239
H: 0.329 2.158 2.084
H: -0.329 3.469 3.097
H: 0.870 3.803 1.833
C: -3.731 -0.005 1.174
H: -4.034 1.997 1.928
C: -2.400 1.137 3.048
H: -4.448 0.189 0.377
H: -4.245 -0.620 1.919
H: -2.941 -0.635 0.741
H: -1.450 0.604 2.911
H: -2.961 0.563 3.792
H: -2.170 2.111 3.483
H: -1.452 -0.846 -0.942
H: 1.432 0.897 0.883
P: 2.210 -0.821 -1.793
C: 3.504 0.428 -2.239
C: 3.078 -2.208 -0.848
C: 1.351 -1.438 -3.303
C: 3.601 1.553 -1.193
H: 3.115 0.865 -3.173
C: 4.861 -0.221 -2.519
H: 5.375 -0.505 -1.593
H: 5.491 0.498 -3.053
H: 4.761 -1.104 -3.157
H: 2.739 2.219 -1.224
H: 4.493 2.160 -1.386
H: 3.677 1.172 -0.172
H: 1.002 -0.489 -3.747
C: 0.100 -2.316 -3.062
C: 2.383 -2.095 -4.216
H: 3.083 -1.339 -4.595
H: 1.853 -2.538 -5.069
H: 2.939 -2.888 -3.689
H: -0.265 -2.317 -2.027
H: 0.273 -3.357 -3.367
H: -0.731 -1.930 -3.671
C: 3.611 -1.591 0.457
H: 3.926 -2.562 -1.455
C: 2.109 -3.373 -0.626
H: 4.518 -1.017 0.266
H: 3.874 -2.342 1.209
H: 2.900 -0.897 0.926
H: 1.170 -3.078 -0.142
H: 2.545 -4.151 0.012
H: 1.852 -3.834 -1.581
C: -0.348 -3.776 4.248
C: -1.500 -3.040 3.945
C: -1.476 -2.103 2.885
C: -0.312 -1.891 2.147
C: 0.833 -2.626 2.466
C: 0.820 -3.570 3.503
H: -0.364 -4.494 5.050
H: -2.409 -3.186 4.524
H: -2.414 -1.581 2.716
H: 1.784 -2.518 1.944
H: 1.723 -4.149 3.735

The net charge is -1. For the HOMO energy, the calculation gives -0.098 hartree. The calculation puts the frontier orbital gap at 5.4391 eV. As for the LUMO energy: 2.77 eV.

---

[3]
The following is a DFT calculation (the ωB97M-V functional and the def2-TZVPD basis) of a cluster of 13 separate species, C66H71F7O12 in total.

Element x y z (Å)
F: -4.785 12.776 11.054
C: -5.791 13.652 11.207
C: -5.755 14.757 10.372
C: -6.861 15.602 10.452
C: -7.944 15.273 11.253
C: -7.932 14.192 12.116
C: -6.828 13.333 12.075
H: -4.865 14.922 9.748
H: -6.949 16.523 9.841
H: -8.776 15.967 11.242
H: -8.744 13.961 12.827
H: -6.869 12.348 12.565
F: -14.841 24.436 7.821
C: -14.854 23.450 8.746
C: -14.184 22.285 8.421
C: -14.104 21.281 9.345
C: -14.834 21.427 10.538
C: -15.597 22.564 10.829
C: -15.561 23.614 9.899
H: -13.792 22.289 7.412
H: -13.586 20.376 9.115
H: -14.849 20.619 11.230
H: -16.262 22.632 11.669
H: -16.136 24.509 10.046
F: -15.004 19.048 15.938
C: -14.200 20.103 15.986
C: -14.588 21.366 15.548
C: -13.728 22.398 15.920
C: -12.498 22.188 16.585
C: -12.106 20.862 16.821
C: -12.984 19.817 16.624
H: -15.493 21.496 14.959
H: -13.939 23.444 15.711
H: -11.846 22.974 16.760
H: -11.069 20.646 17.120
H: -12.756 18.762 16.776
F: -10.311 16.736 13.702
C: -10.366 16.430 14.963
C: -9.795 17.311 15.837
C: -9.668 16.929 17.163
C: -10.230 15.700 17.607
C: -10.987 14.901 16.683
C: -10.973 15.262 15.281
H: -9.444 18.207 15.393
H: -9.185 17.573 17.885
H: -10.098 15.310 18.608
H: -11.486 13.970 17.003
H: -11.334 14.533 14.482
F: -20.260 11.984 11.786
C: -19.243 12.862 12.189
C: -18.011 12.781 11.533
C: -16.980 13.575 12.063
C: -17.221 14.422 13.122
C: -18.438 14.456 13.770
C: -19.496 13.744 13.214
H: -17.798 12.159 10.674
H: -15.996 13.543 11.624
H: -16.376 15.024 13.432
H: -18.579 15.194 14.566
H: -20.503 13.731 13.523
F: -10.097 11.338 14.982
C: -11.336 11.704 14.659
C: -12.275 11.627 15.625
C: -13.592 12.005 15.240
C: -13.833 12.423 13.958
C: -12.864 12.413 12.988
C: -11.582 12.099 13.343
H: -12.011 11.244 16.606
H: -14.435 11.950 15.974
H: -14.770 12.872 13.719
H: -12.983 12.679 11.930
H: -10.783 12.191 12.628
F: -8.943 20.859 13.606
C: -10.081 21.482 13.291
C: -9.954 22.832 12.868
C: -11.082 23.382 12.318
C: -12.324 22.794 12.429
C: -12.418 21.548 12.994
C: -11.291 20.846 13.325
H: -8.937 23.228 12.771
H: -10.985 24.307 11.768
H: -13.167 23.313 12.031
H: -13.409 21.074 13.066
H: -11.368 19.836 13.711
O: -16.585 20.503 13.076
C: -17.277 19.829 13.793
O: -18.036 20.379 14.792
C: -18.635 19.352 15.625
C: -18.710 18.136 14.713
C: -17.480 18.280 13.878
H: -19.587 19.664 15.866
H: -17.973 19.190 16.442
H: -19.595 18.076 14.064
H: -18.679 17.243 15.341
H: -17.577 17.795 12.856
H: -16.629 17.922 14.477
O: -18.322 15.654 16.941
C: -17.225 15.915 17.373
O: -17.132 16.519 18.578
C: -15.648 16.725 18.908
C: -14.988 15.548 18.159
C: -15.909 15.300 16.968
H: -15.442 16.784 19.977
H: -15.443 17.683 18.445
H: -14.888 14.729 18.887
H: -13.962 15.798 17.773
H: -16.156 14.244 16.826
H: -15.487 15.640 16.029
O: -12.409 13.723 9.839
C: -11.331 13.621 9.390
O: -10.332 13.042 10.121
C: -9.232 12.789 9.208
C: -9.304 14.000 8.186
C: -10.778 14.068 8.042
H: -9.449 11.848 8.671
H: -8.263 12.729 9.748
H: -8.883 13.631 7.266
H: -8.905 14.982 8.544
H: -11.221 13.340 7.340
H: -11.100 15.072 7.785
O: -10.090 17.639 8.735
C: -9.950 18.702 9.323
O: -10.795 19.714 9.107
C: -10.460 20.909 9.891
C: -8.993 20.709 10.276
C: -8.899 19.156 10.333
H: -11.033 20.893 10.824
H: -10.673 21.718 9.243
H: -8.652 21.271 11.149
H: -8.357 20.985 9.438
H: -9.146 18.936 11.385
H: -7.947 18.663 10.232
O: -16.036 18.124 10.793
C: -15.788 17.533 9.759
O: -15.577 16.200 9.813
C: -14.972 15.771 8.520
C: -14.471 17.054 7.864
C: -15.578 18.016 8.347
H: -15.712 15.295 7.865
H: -14.219 15.077 8.827
H: -14.502 16.949 6.806
H: -13.477 17.308 8.112
H: -16.535 17.800 7.873
H: -15.344 19.068 8.286
O: -14.733 16.245 13.921
C: -13.954 16.656 13.110
O: -13.353 15.840 12.215
C: -12.515 16.533 11.345
C: -12.492 18.041 11.815
C: -13.563 18.096 12.851
H: -12.974 16.441 10.376
H: -11.512 16.168 11.472
H: -12.696 18.753 11.034
H: -11.526 18.224 12.262
H: -14.512 18.611 12.557
H: -13.254 18.458 13.838

The net charge is 0. For the HOMO energy, the calculation gives -0.321 hartree. The calculation puts the frontier orbital gap at 9.1924 eV. As for the LUMO energy: 0.45 eV.

---

[4]
The following is a DFT calculation (the ωB97M-V functional and the def2-TZVPD basis) of a structure of composition C27H44ClN2O9PSi2.

Element x y z (Å)
C: 4.539 -4.688 3.507
C: 3.763 -4.711 2.197
O: 4.626 -4.706 1.069
C: 4.942 -3.414 0.563
Si: 4.152 -3.153 -1.124
Cl: 4.338 -1.102 -1.485
O: 2.555 -3.504 -1.153
Si: 1.361 -2.815 -0.221
C: 0.348 -1.624 -1.225
C: -0.880 -1.125 -0.437
C: -1.211 0.350 -0.632
O: -0.416 1.208 0.162
C: 0.776 1.682 -0.438
C: 0.334 -4.167 0.562
C: -0.900 -4.605 -0.256
C: -2.195 -4.468 0.555
C: -3.363 -4.915 -0.281
O: -3.685 -6.054 -0.446
O: -4.032 -3.879 -0.875
C: -4.102 -3.923 -2.313
C: -5.199 -2.991 -2.764
P: 5.098 -4.291 -2.801
C: 5.946 -2.965 -3.763
C: 6.531 -5.160 -2.006
H: 3.914 -4.291 4.310
H: 4.858 -5.688 3.801
H: 5.413 -4.042 3.419
H: 3.164 -5.620 2.122
H: 3.071 -3.863 2.152
H: 6.029 -3.349 0.426
H: 4.680 -2.612 1.262
H: 2.010 -2.028 0.864
H: 1.015 -0.789 -1.461
H: 0.046 -2.051 -2.185
H: -1.755 -1.725 -0.708
H: -0.740 -1.262 0.643
H: -2.245 0.520 -0.321
H: -1.144 0.624 -1.693
H: 0.996 2.655 0.000
H: 0.655 1.804 -1.519
H: 1.623 1.014 -0.250
H: 0.014 -3.798 1.543
H: 0.989 -5.021 0.749
H: -0.991 -4.012 -1.172
H: -0.801 -5.650 -0.552
H: -2.341 -3.432 0.859
H: -2.134 -5.100 1.442
H: -4.296 -4.950 -2.629
H: -3.134 -3.607 -2.713
H: -5.305 -3.033 -3.848
H: -6.144 -3.272 -2.300
H: -4.971 -1.965 -2.473
H: 6.588 -2.325 -3.156
H: 6.554 -3.457 -4.522
H: 5.203 -2.338 -4.255
H: 6.702 -4.893 -0.965
H: 7.437 -4.925 -2.566
H: 6.369 -6.235 -2.062
C: -4.445 1.962 1.528
C: -3.446 2.834 1.117
C: -3.540 4.183 1.417
C: -4.643 4.627 2.124
C: -5.653 3.779 2.540
C: -5.545 2.431 2.235
N: -4.745 6.063 2.443
O: -3.848 6.787 2.050
O: -5.710 6.442 3.072
H: -4.368 0.907 1.296
H: -2.589 2.467 0.569
H: -2.776 4.880 1.108
H: -6.497 4.170 3.088
H: -6.322 1.749 2.551
C: -0.520 9.768 1.718
C: -1.344 8.698 1.394
C: -0.998 7.849 0.355
C: 0.175 8.091 -0.334
C: 1.009 9.153 -0.035
C: 0.649 9.998 1.003
N: 0.558 7.172 -1.424
O: -0.192 6.247 -1.673
O: 1.603 7.388 -2.005
H: -0.791 10.426 2.534
H: -2.253 8.512 1.947
H: -1.626 7.014 0.086
H: 1.915 9.306 -0.601
H: 1.287 10.834 1.256

The net charge is 0. For the HOMO energy, the calculation gives -0.309 hartree. The calculation puts the frontier orbital gap at 7.8202 eV. As for the LUMO energy: -0.58 eV.

---

[5]
The following is a DFT calculation (the ωB97M-V functional and the def2-TZVPD basis) of a cluster of 2 separate species, C10H16O in total.

Element x y z (Å)
C: -0.486 -2.364 1.584
C: -1.534 -3.441 0.822
C: 0.851 -2.433 0.807
H: -1.049 -1.340 1.406
H: -0.363 -2.594 2.764
H: -1.250 -4.455 1.041
H: 0.615 -2.163 -0.191
H: -1.307 -3.303 -0.250
H: -2.471 -3.459 1.412
H: 1.660 -1.716 1.058
H: 1.246 -3.510 0.873
C: 2.734 0.678 0.636
C: 0.048 1.466 -1.872
C: -1.094 1.645 -1.042
C: 1.308 1.246 -1.256
C: 1.383 0.939 0.060
C: -1.039 1.105 0.268
C: 0.218 0.640 0.762
O: -2.378 2.098 -1.371
H: -0.007 1.470 -2.989
H: 2.116 1.424 -1.826
H: -1.854 1.209 0.879
H: -2.140 2.281 -2.345
H: 3.294 0.138 0.009
H: 2.639 0.288 1.741
H: 0.216 0.520 1.919
H: 3.345 1.543 0.850

The net charge is 0. Its energy above the lowest of the compared OMol25 structures with the same formula, charge and spin is 349.58 kJ/mol. For the HOMO energy, the calculation gives -0.312 hartree. The calculation puts the frontier orbital gap at 9.3342 eV. As for the LUMO energy: 0.84 eV.

---

[6]
The following is a DFT calculation (the ωB97M-V functional and the def2-TZVPD basis) of a structure of composition Cl3F3O12Sr.

Element x y z (Å)
Sr: 1.507 0.170 -0.750
F: 3.550 1.374 -1.741
F: 3.115 -0.165 1.326
F: 3.278 -1.648 -1.120
Cl: -0.597 -3.399 -0.739
O: 0.039 -4.535 0.002
O: -0.184 -3.228 -2.191
O: -1.965 -3.460 -0.483
O: 0.227 -2.255 -0.362
Cl: 0.335 2.013 2.685
O: 0.522 1.337 1.510
O: 0.917 1.141 3.692
O: 1.172 3.245 2.520
O: -1.012 2.423 2.963
Cl: -2.100 1.395 -1.586
O: -2.186 1.858 -2.852
O: -1.295 0.312 -1.236
O: -1.944 2.371 -0.466
O: -3.381 1.050 -1.173

The net charge is -3. For the HOMO energy (alpha / beta), the calculation gives -0.020 / -0.020 hartree. Its expectation value of S² is 0.76. The spin multiplicity is 2. The calculation puts the frontier orbital gap (alpha / beta) at 7.9036 / 4.9973 eV. As for the LUMO energy (alpha / beta): 7.35 / 4.45 eV.

---

Values for E, eV, ordered as above
-56371.5928 -57640.9494 -113185.9585 -87685.2613 -12674.1017 -71100.5930